Formula: C6H12NOP
Source: the OMol25 dataset
Level of theory: ωB97M-V/def2-TZVPD

Output
Max |F| (eV/Å): 6.8
HOMO (alpha / beta) (eV): -8.6 / -8.6
Kohn-Sham gap (alpha / beta) (eV): 8.25 / 8.25
Charge: 0
Relative energy (zero: lowest compared OMol25 entry of this formula, charge and spin) (kJ/mol): 271.99
E_LUMO (alpha / beta) (eV): -0.4 / -0.4

Last column: Mulliken charge in e.
CARTESIAN COORDINATES (ANGSTROEM)
C -0.903 -0.069 0.182  0.58
C -0.774 0.720 -1.056  -0.47
C 0.207 -0.610 0.589  -0.42
C 0.756 0.990 -1.064  -1.16
C 1.459 -0.114 -0.139  0.33
C 2.456 0.343 0.868  -1.21
N -2.161 -0.477 0.582  -0.53
O -4.768 -0.384 0.675  -0.58
P -3.536 0.160 0.098  0.53
H -1.294 0.144 -1.900  0.35
H -1.367 1.686 -1.045  0.25
H 0.475 -1.176 1.538  0.26
H -3.515 3.395 -0.033  -0.21
H 1.365 1.060 -1.967  0.41
H 0.757 1.897 -0.476  0.29
H 1.941 -0.859 -0.738  0.36
H 2.297 1.432 1.162  0.27
H 3.401 0.396 0.228  0.29
H 2.640 -0.451 1.703  0.33
H -3.607 1.050 -0.836  0.10
H -3.520 4.109 0.320  0.22